No. 1
C23H49N4OP3Ti | ωB97M-V/def2-TZVPD

```
81
Properties=species:S:1:pos:R:3
Ti 0.00 0.36 -0.63
P 2.17 -1.12 1.37
P 1.70 2.15 -0.34
P -0.88 -2.43 -0.17
H 0.63 1.99 -3.03
C -0.34 1.56 -2.78
C -1.19 1.97 -1.78
H -1.29 3.07 -1.55
C 3.38 -2.26 0.68
C 3.14 0.04 2.40
C 1.40 -2.07 2.76
C 1.14 3.56 -1.35
C 1.94 3.02 1.26
C 3.42 1.88 -0.95
C -2.48 -2.70 -1.07
C -1.36 -3.43 1.32
C 0.24 -3.65 -1.03
H -0.72 1.07 -3.67
H -2.19 1.53 -1.65
H 4.04 -2.72 1.43
H 4.02 -1.76 -0.05
H 2.89 -3.06 0.12
H 3.82 -0.46 3.12
H 2.47 0.62 3.04
H 3.74 0.73 1.81
H 2.02 -2.88 3.17
H 0.53 -2.59 2.38
H 1.00 -1.46 3.59
H 1.84 4.39 -1.44
H 0.19 3.96 -0.99
H 0.99 3.20 -2.36
H 2.65 3.86 1.14
H 2.42 2.32 1.94
H 1.02 3.41 1.71
H 4.06 2.74 -0.70
H 3.36 1.86 -2.05
H 3.88 0.95 -0.56
H -2.98 -3.55 -0.55
H -2.31 -2.97 -2.13
H -3.18 -1.85 -1.09
H -2.24 -4.04 1.06
H -1.67 -2.78 2.15
H -0.53 -4.07 1.67
H -0.43 -4.27 -1.64
H 0.84 -4.26 -0.33
H 0.93 -3.16 -1.73
C 0.44 -1.28 -3.26
C 1.67 -1.69 -3.80
C 1.66 -2.11 -5.13
C 0.53 -1.88 -5.95
C -0.65 -1.39 -5.34
C -0.79 -1.34 -3.95
O 0.56 -0.62 -2.11
H 1.55 -0.68 -0.13
H 2.56 -1.57 -3.17
H 2.54 -2.62 -5.53
H 0.60 -2.11 -7.06
H -1.48 -1.08 -5.99
H -1.72 -1.18 -3.40
C -1.82 2.41 1.00
N -1.31 1.00 1.29
C -2.52 0.13 1.42
N -3.44 0.58 2.45
C -3.87 1.97 2.14
N -2.72 2.89 2.04
C -1.99 2.86 3.34
N -1.51 1.50 3.68
C -0.63 1.02 2.60
C -2.70 0.60 3.75
H -2.36 2.38 0.05
H -0.97 3.10 0.92
H -2.21 -0.89 1.65
H -3.06 0.13 0.46
H -4.54 2.33 2.93
H -4.41 1.94 1.18
H -1.12 3.54 3.29
H -2.68 3.19 4.12
H -0.29 0.01 2.84
H 0.25 1.66 2.57
H -3.35 0.97 4.55
H -2.35 -0.42 4.00
```

As for the relative energy (zero: lowest compared OMol25 entry of this formula, charge and spin): 17.80 kcal/mol. For the energy, the calculation gives -83605.702 eV. As for the charge: +3. Its molar mass is 538.46 g mol⁻¹. As for the spin multiplicity: 2. The HOMO energy (spin up / spin down) comes out at -16.37 / -16.45 eV. For the HOMO-LUMO gap (spin up / spin down), the calculation gives 5.92 / 5.93 eV.


No. 2
C23H49N6O5Si | ωB97M-V/def2-TZVPD

```
84
Properties=species:S:1:pos:R:3
C -1.91 -0.69 0.25
C -1.09 -0.11 0.88
C -0.05 0.63 1.57
C 1.10 1.01 0.62
N 0.82 2.09 -0.33
C 2.24 1.17 1.55
N 2.01 0.55 2.65
C 0.66 -0.07 2.75
C 0.66 -1.59 2.83
C 1.45 -2.24 1.71
O 1.27 -3.64 1.75
Si 1.50 -4.41 0.26
C 1.77 -6.23 0.53
C -0.07 -4.15 -0.72
C 2.99 -3.72 -0.64
H -2.64 -1.14 -0.38
H -0.48 1.58 1.91
H 1.41 0.13 0.03
H 1.70 2.53 -0.58
H 0.50 1.65 -1.19
H 3.16 1.69 1.36
H 2.70 0.50 3.39
H 0.24 0.32 3.67
H 1.03 -1.89 3.80
H -0.38 -1.91 2.77
H 1.06 -1.84 0.76
H 2.51 -2.00 1.80
H 0.91 -6.67 1.02
H 1.94 -6.68 -0.44
H 2.65 -6.37 1.16
H -0.22 -3.09 -0.97
H -0.07 -4.70 -1.66
H -0.92 -4.44 -0.10
H 2.97 -2.63 -0.75
H 3.91 -3.97 -0.12
H 3.05 -4.12 -1.65
C -1.37 7.41 -1.72
O -0.90 7.35 -2.83
N -1.22 6.45 -0.79
C -1.79 6.55 0.54
C -0.44 5.28 -1.16
H -1.96 8.27 -1.36
H -1.00 6.52 1.30
H -2.48 5.73 0.72
H -2.34 7.48 0.64
H 0.57 5.59 -1.44
H -0.89 4.79 -2.01
H -0.38 4.59 -0.32
C -4.16 4.08 1.27
O -4.53 5.23 1.15
N -4.88 2.99 0.93
C -4.35 1.66 1.09
C -6.21 3.19 0.38
H -3.16 3.82 1.68
H -4.31 1.16 0.12
H -4.99 1.07 1.76
H -3.35 1.70 1.51
H -6.16 3.78 -0.53
H -6.84 3.71 1.09
H -6.65 2.22 0.15
C -0.75 -9.66 0.80
O -0.24 -8.87 0.03
N -0.15 -10.17 1.90
C -0.81 -11.12 2.77
C 1.21 -9.75 2.21
H -1.77 -10.05 0.65
H -0.89 -10.72 3.78
H -0.25 -12.05 2.80
H -1.81 -11.32 2.39
H 1.25 -8.67 2.36
H 1.88 -10.00 1.39
H 1.54 -10.26 3.11
C 4.25 7.00 -4.09
O 5.37 6.53 -4.20
N 3.13 6.45 -4.59
C 1.82 7.05 -4.41
C 3.25 5.22 -5.35
H 4.06 7.94 -3.53
H 1.17 6.35 -3.88
H 1.37 7.29 -5.38
H 1.89 7.96 -3.82
H 3.69 4.44 -4.73
H 3.90 5.37 -6.21
H 2.27 4.91 -5.69
```

For the energy, the calculation gives -51694.689 eV. As for the charge: +1. Its molar mass is 517.77 g mol⁻¹. The HOMO energy comes out at -10.47 eV. For the HOMO-LUMO gap, the calculation gives 5.76 eV.


No. 3
C23H49NO12S5 | ωB97M-V/def2-TZVPD

```
90
Properties=species:S:1:pos:R:3
C 0.59 0.08 0.64
C 0.27 -0.66 1.94
O -0.69 -0.32 2.59
N 1.02 -1.90 2.20
H 0.90 -2.80 1.40
H 1.97 -1.78 1.88
C 0.85 -2.47 3.51
H 0.93 -0.36 -0.31
H 1.37 0.56 0.78
H -0.33 0.43 0.28
H 1.58 -3.42 3.47
H -0.27 -2.81 3.67
H 1.22 -1.68 4.25
O 1.15 -3.60 0.39
H 1.17 -4.31 -0.22
C 2.85 -0.15 -6.01
C 2.03 1.27 -6.13
C 1.22 1.27 -5.02
S 2.14 0.81 -3.69
O 1.37 0.02 -2.81
O 2.91 1.93 -3.10
C 3.22 -0.39 -4.48
H 3.53 -0.31 -6.67
H 2.33 -1.00 -6.12
H 1.54 1.32 -7.03
H 2.86 2.00 -5.91
H 0.23 0.64 -4.81
H 1.06 2.45 -4.96
H 2.88 -1.45 -4.07
H 4.19 -0.10 -4.15
C -0.77 4.76 -2.38
C -1.56 5.67 -1.46
C -0.65 6.34 -0.60
S 0.65 5.20 -0.35
O 0.39 4.56 0.89
O 1.88 5.91 -0.60
C 0.14 4.00 -1.61
H -0.22 5.13 -3.20
H -1.52 4.23 -2.91
H -2.14 5.07 -0.73
H -2.24 6.38 -1.81
H -1.01 6.55 0.47
H 0.01 7.22 -0.94
H -0.12 3.10 -0.95
H 0.93 3.56 -2.22
C -2.60 -4.41 0.77
C -4.11 -4.41 0.24
C -4.21 -3.58 -0.88
S -3.25 -2.01 -0.50
O -4.00 -1.17 0.40
O -2.53 -1.46 -1.57
C -2.13 -2.89 0.62
H -2.01 -4.97 0.10
H -2.50 -4.74 1.74
H -4.78 -4.02 1.11
H -4.57 -5.24 -0.28
H -5.09 -3.36 -1.37
H -3.71 -3.91 -1.91
H -1.89 -2.35 1.49
H -1.21 -2.91 0.18
C -4.35 2.65 4.40
C -3.30 1.59 4.45
C -3.93 0.57 4.97
S -4.74 1.26 6.48
O -3.86 1.42 7.65
O -5.97 0.56 6.66
C -5.03 2.88 5.73
H -5.06 2.45 3.60
H -3.89 3.59 4.30
H -2.44 1.90 4.91
H -2.91 1.24 3.38
H -3.33 -0.28 5.30
H -4.72 0.16 4.47
H -4.51 3.45 6.40
H -6.07 2.77 5.49
C 5.60 -3.42 -1.00
C 5.24 -2.30 -2.03
C 4.50 -1.34 -1.35
S 4.54 -1.58 0.29
O 3.29 -1.16 0.90
O 5.72 -1.12 0.91
C 4.59 -3.41 0.16
H 6.56 -3.29 -0.50
H 5.76 -4.39 -1.30
H 4.62 -2.78 -2.78
H 6.01 -1.85 -2.54
H 3.40 -1.32 -1.65
H 4.89 -0.40 -1.53
H 3.49 -3.70 -0.09
H 4.68 -3.76 1.06
```

As for the relative energy (zero: lowest compared OMol25 entry of this formula, charge and spin): 0.00 kcal/mol. For the energy, the calculation gives -104867.627 eV. Its molar mass is 691.98 g mol⁻¹. The HOMO energy comes out at -9.04 eV. For the HOMO-LUMO gap, the calculation gives 9.08 eV.


Q: Which of these has the highest molar mass?
A: C23H49NO12S5


Please write out number 2 again, unchanged.
C23H49N6O5Si | ωB97M-V/def2-TZVPD

```
84
Properties=species:S:1:pos:R:3
C -1.91 -0.69 0.25
C -1.09 -0.11 0.88
C -0.05 0.63 1.57
C 1.10 1.01 0.62
N 0.82 2.09 -0.33
C 2.24 1.17 1.55
N 2.01 0.55 2.65
C 0.66 -0.07 2.75
C 0.66 -1.59 2.83
C 1.45 -2.24 1.71
O 1.27 -3.64 1.75
Si 1.50 -4.41 0.26
C 1.77 -6.23 0.53
C -0.07 -4.15 -0.72
C 2.99 -3.72 -0.64
H -2.64 -1.14 -0.38
H -0.48 1.58 1.91
H 1.41 0.13 0.03
H 1.70 2.53 -0.58
H 0.50 1.65 -1.19
H 3.16 1.69 1.36
H 2.70 0.50 3.39
H 0.24 0.32 3.67
H 1.03 -1.89 3.80
H -0.38 -1.91 2.77
H 1.06 -1.84 0.76
H 2.51 -2.00 1.80
H 0.91 -6.67 1.02
H 1.94 -6.68 -0.44
H 2.65 -6.37 1.16
H -0.22 -3.09 -0.97
H -0.07 -4.70 -1.66
H -0.92 -4.44 -0.10
H 2.97 -2.63 -0.75
H 3.91 -3.97 -0.12
H 3.05 -4.12 -1.65
C -1.37 7.41 -1.72
O -0.90 7.35 -2.83
N -1.22 6.45 -0.79
C -1.79 6.55 0.54
C -0.44 5.28 -1.16
H -1.96 8.27 -1.36
H -1.00 6.52 1.30
H -2.48 5.73 0.72
H -2.34 7.48 0.64
H 0.57 5.59 -1.44
H -0.89 4.79 -2.01
H -0.38 4.59 -0.32
C -4.16 4.08 1.27
O -4.53 5.23 1.15
N -4.88 2.99 0.93
C -4.35 1.66 1.09
C -6.21 3.19 0.38
H -3.16 3.82 1.68
H -4.31 1.16 0.12
H -4.99 1.07 1.76
H -3.35 1.70 1.51
H -6.16 3.78 -0.53
H -6.84 3.71 1.09
H -6.65 2.22 0.15
C -0.75 -9.66 0.80
O -0.24 -8.87 0.03
N -0.15 -10.17 1.90
C -0.81 -11.12 2.77
C 1.21 -9.75 2.21
H -1.77 -10.05 0.65
H -0.89 -10.72 3.78
H -0.25 -12.05 2.80
H -1.81 -11.32 2.39
H 1.25 -8.67 2.36
H 1.88 -10.00 1.39
H 1.54 -10.26 3.11
C 4.25 7.00 -4.09
O 5.37 6.53 -4.20
N 3.13 6.45 -4.59
C 1.82 7.05 -4.41
C 3.25 5.22 -5.35
H 4.06 7.94 -3.53
H 1.17 6.35 -3.88
H 1.37 7.29 -5.38
H 1.89 7.96 -3.82
H 3.69 4.44 -4.73
H 3.90 5.37 -6.21
H 2.27 4.91 -5.69
```

For the energy, the calculation gives -51694.689 eV. As for the charge: +1. Its molar mass is 517.77 g mol⁻¹. The HOMO energy comes out at -10.47 eV. For the HOMO-LUMO gap, the calculation gives 5.76 eV.